{
  "formula": "C35H45LaN6O7S",
  "method": "ωB97M-V with the def2-TZVPD basis set",
  "homo_energy_ev": 0.92,
  "e_tot_ev": -71994.3957,
  "de_lowest_ev": 0.908,
  "e_lumo_ev": 3.813,
  "max_force_ev_per_a": 2.71,
  "multiplicity": 1,
  "orbital_gap_ev": 2.8909,
  "charge": -2,
  "species": ["La", "C", "C", "N", "C", "C", "C", "S", "N", "C", "O", "C", "C", "C", "C", "C", "C", "H", "H", "H", "H", "H", "H", "H", "H", "H", "H", "H", "H", "H", "H", "H", "O", "C", "O", "C", "C", "N", "N", "C", "C", "O", "O", "H", "H", "H", "C", "O", "C", "O", "N", "N", "H", "H", "H", "H", "H", "H", "C", "C", "C", "C", "C", "C", "H", "H", "H", "H", "H", "H", "H", "H", "H", "C", "C", "C", "C", "C", "C", "C", "C", "C", "C", "H", "H", "H", "H", "H", "H", "H", "H", "H", "H", "H", "H"],
  "coordinates": [[1.26980, 0.36840, 0.46500], [-3.25530, 1.77980, -5.64220], [-4.18290, 2.15300, -4.48100], [-4.16910, 1.19390, -3.40630], [-5.08770, 0.08860, -3.46690], [-6.34320, 0.31290, -2.61890], [-3.13230, 1.21280, -2.49190], [-3.32770, 0.18720, -1.13420], [-2.18530, 2.06890, -2.75960], [-0.98760, 2.19510, -2.14900], [-0.49410, 1.37620, -1.32830], [-0.24230, 3.37120, -2.60950], [0.92530, 3.78060, -1.94670], [1.62100, 4.88840, -2.37650], [1.19410, 5.61410, -3.48560], [0.04610, 5.20890, -4.15890], [-0.66200, 4.11070, -3.72740], [-3.31100, 2.53340, -6.42740], [-3.53280, 0.81260, -6.06100], [-2.23330, 1.72620, -5.27440], [-5.21620, 2.24210, -4.83810], [-3.86140, 3.11290, -4.06940], [-4.58080, -0.80980, -3.09700], [-5.37380, -0.07920, -4.51300], [-6.04770, 0.43520, -1.57970], [-7.01050, -0.54550, -2.69860], [-6.87180, 1.20810, -2.94350], [1.26330, 3.21710, -1.08280], [2.51030, 5.20920, -1.84980], [1.74930, 6.48150, -3.82500], [-0.28330, 5.76490, -5.03080], [-1.54950, 3.78620, -4.24640], [-1.00480, 4.30600, 4.94920], [-2.01380, 3.89560, 4.21420], [-3.16440, 4.20030, 4.48590], [-1.70980, 3.03580, 3.05210], [-2.65760, 2.47090, 2.20650], [-2.00320, 1.75290, 1.28990], [-0.69320, 1.81610, 1.46640], [-0.47070, 2.58400, 2.52490], [0.96270, 2.86980, 2.90430], [1.17270, 3.58430, 3.91720], [1.83890, 2.38810, 2.16390], [-0.06480, 4.00820, 4.55800], [-3.72720, 2.55280, 2.22220], [-2.39120, 1.20720, 0.49680], [-2.69180, -2.85310, 2.46990], [-2.40940, -2.99620, 1.08760], [-1.54790, -2.07010, 0.58140], [-1.03440, -1.19980, 1.24140], [-1.29820, -2.33790, -0.72360], [-0.52290, -1.38340, -1.41250], [-3.07850, -3.81710, 2.79870], [-3.43450, -2.06540, 2.62110], [-1.78580, -2.59170, 3.02060], [-2.07120, -2.78450, -1.21220], [-1.03110, -0.48410, -1.50660], [-0.29600, -1.73240, -2.33690], [4.59960, -1.36960, -4.04110], [4.66740, 0.00150, -3.35650], [4.41870, 1.10300, -4.39270], [6.04900, 0.20010, -2.71900], [3.65110, 0.08450, -2.29700], [2.84330, 0.15820, -1.39850], [5.38300, -1.46760, -4.79450], [3.63490, -1.49890, -4.52740], [4.71880, -2.16550, -3.30970], [5.17570, 1.07900, -5.17860], [4.44470, 2.07780, -3.91270], [3.43880, 0.98020, -4.84740], [6.84490, 0.09680, -3.45860], [6.20920, -0.52910, -1.92820], [6.11290, 1.19210, -2.27750], [4.24530, -2.08620, 1.14430], [2.92350, -2.58260, 1.74740], [2.37970, -3.68420, 0.81320], [1.91520, -1.47930, 1.96360], [3.07240, -3.01440, 3.18630], [3.91610, -2.32150, 4.06330], [3.94400, -2.59500, 5.41260], [3.12340, -3.57970, 5.95170], [2.27670, -4.27920, 5.10640], [2.25840, -4.01110, 3.75240], [4.09380, -1.83470, 0.09510], [5.01470, -2.85690, 1.22820], [4.58350, -1.18280, 1.64380], [2.33300, -3.27510, -0.19650], [1.36950, -3.98610, 1.08440], [3.02950, -4.56250, 0.81430], [1.03510, -1.94750, 2.44640], [4.54050, -1.53120, 3.68100], [4.60340, -2.02920, 6.05950], [3.12660, -3.77530, 7.01520], [1.61660, -5.04000, 5.51430], [1.57710, -4.56880, 3.12560]],
  "forces_ev_per_angstrom": [[-0.4, -1.2, 2.4], [-0.2, 0.1, 0.2], [0.2, 0.2, -0.4], [0.8, 0.0, 0.2], [-0.6, -0.4, 0.3], [0.2, 0.0, -0.2], [-1.1, -0.7, 0.3], [-0.1, -0.2, 0.1], [0.6, 0.9, -0.3], [-0.6, -2.0, 0.9], [-0.3, 1.4, -1.1], [1.1, 1.2, -0.3], [-0.6, -0.6, 0.1], [0.3, 0.6, -0.2], [-0.1, -0.3, 0.1], [0.4, 0.4, -0.1], [-0.1, -0.5, 0.4], [0.0, 0.0, -0.1], [0.0, -0.1, -0.1], [0.0, 0.0, 0.0], [0.1, 0.0, 0.1], [-0.2, 0.0, -0.1], [-0.1, 0.1, -0.2], [0.1, 0.1, 0.0], [0.0, 0.0, 0.0], [-0.1, 0.0, 0.0], [-0.1, 0.1, 0.0], [0.0, 0.1, -0.1], [0.0, -0.1, 0.1], [0.0, 0.0, 0.0], [0.0, -0.1, 0.0], [-0.1, 0.0, 0.0], [0.4, -0.1, -0.2], [-0.2, 0.2, 0.3], [0.0, -0.1, -0.1], [0.2, -0.3, -0.4], [0.2, 0.2, 0.3], [-0.4, 0.1, 0.0], [0.3, 0.1, 0.2], [-0.4, 0.1, 0.0], [0.2, 0.0, 0.1], [-0.3, 0.1, 0.1], [0.0, -0.3, -0.5], [-0.4, 0.0, 0.0], [-0.1, 0.0, 0.0], [0.2, 0.2, 0.3], [0.1, 0.2, 0.3], [0.2, 0.2, -0.5], [0.2, -0.4, 0.3], [-0.2, 0.4, -0.2], [-0.2, -0.2, -0.5], [0.0, 0.5, 0.1], [0.0, 0.1, 0.0], [0.0, -0.1, 0.0], [-0.1, -0.1, 0.0], [0.2, 0.3, 0.1], [0.0, -0.7, 0.0], [0.2, -0.1, 0.3], [0.0, 0.1, 0.1], [0.0, 0.0, 0.0], [0.0, 0.0, 0.0], [0.0, 0.0, 0.0], [0.8, -0.1, -1.0], [0.1, 0.2, -0.4], [0.1, 0.0, -0.1], [-0.1, 0.0, 0.0], [0.0, -0.1, 0.1], [0.1, 0.0, -0.1], [0.0, 0.1, 0.0], [-0.1, 0.0, -0.1], [0.1, 0.0, -0.1], [0.0, -0.1, 0.1], [0.0, 0.1, 0.1], [-0.3, -0.1, 0.2], [-0.1, 0.0, 0.3], [0.2, 0.0, 0.2], [-0.7, 1.0, -1.4], [0.0, -0.3, -0.1], [0.2, -0.1, 0.0], [0.1, -0.1, 0.0], [-0.1, 0.0, 0.2], [0.0, -0.1, 0.3], [0.1, -0.1, -0.3], [0.0, 0.0, -0.1], [0.2, -0.1, -0.1], [0.1, 0.1, 0.1], [0.0, 0.0, 0.0], [0.0, 0.0, 0.1], [0.1, -0.3, -0.1], [0.1, 0.2, 0.1], [0.0, 0.1, -0.1], [0.0, 0.1, 0.0], [0.0, 0.0, 0.1], [0.0, 0.0, 0.0], [0.0, 0.0, -0.1]],
  "mulliken_charge": [1.25, -1.19, -0.73, 0.34, -0.94, -1.05, 0.31, -0.65, -0.20, -0.45, -0.14, 0.55, -0.13, -1.04, -0.33, -0.75, -0.13, 0.33, 0.43, 0.25, 0.46, 0.43, 0.45, 0.43, 0.23, 0.38, 0.32, 0.46, 0.43, 0.38, 0.38, 0.25, -0.60, 0.37, -0.70, 0.23, -0.69, 0.64, -0.09, -0.14, 0.68, -0.87, -0.65, 0.46, 0.54, -0.20, -0.68, -0.50, 0.48, -0.29, -0.08, -0.12, 0.25, 0.26, 0.28, 0.27, -0.27, 0.23, -1.64, 2.46, -1.71, -1.62, 0.10, -1.21, 0.39, 0.39, 0.35, 0.41, 0.35, 0.35, 0.41, 0.31, 0.38, -2.10, 3.20, -1.99, -1.12, -0.26, -0.51, -0.75, -0.44, -0.71, -0.11, 0.37, 0.40, 0.34, 0.34, 0.21, 0.45, 0.33, 0.21, 0.35, 0.35, 0.34, 0.25]
}

{
  "formula": "C24H25N3O3Ti",
  "method": "ωB97M-V with the def2-TZVPD basis set",
  "homo_energy_ev": [-12.82, -12.84],
  "e_tot_ev": -59009.0222,
  "de_lowest_ev": 0.000,
  "e_lumo_ev": [-6.529, -6.508],
  "s2": 2.008,
  "max_force_ev_per_a": 3.29,
  "multiplicity": 3,
  "orbital_gap_ev": [6.2868, 6.3281],
  "charge": 2,
  "species": ["C", "C", "H", "H", "C", "C", "H", "H", "C", "H", "H", "H", "C", "H", "H", "H", "Ti", "O", "C", "O", "C", "O", "N", "C", "C", "H", "H", "H", "H", "C", "C", "H", "H", "H", "C", "C", "N", "C", "C", "C", "C", "C", "C", "C", "C", "C", "N", "C", "H", "H", "H", "H", "H", "H", "H", "H"],
  "coordinates": [[-0.48147, -1.71251, -4.05787], [-1.20454, -0.83278, -5.04924], [-0.58715, -2.76784, -4.31547], [0.60282, -1.48117, -4.10698], [-1.33046, 0.49123, -4.80589], [-1.26870, 0.99818, -3.36524], [-2.30220, 1.10214, -3.00776], [-0.86028, 2.01087, -3.34477], [-1.82458, -1.48112, -6.24506], [-1.77143, -2.57630, -6.15922], [-1.32987, -1.19608, -7.18482], [-2.89689, -1.22636, -6.34912], [-1.60281, 1.39863, -5.96611], [-2.63146, 1.27503, -6.34932], [-0.93380, 1.13664, -6.80915], [-1.43962, 2.46297, -5.74857], [0.15552, 0.17035, 1.84452], [-0.40840, -0.05633, 0.00130], [-0.03684, 0.44298, -1.11166], [1.54712, 1.27610, 1.15995], [1.81899, 1.61811, -0.03373], [2.79311, 2.42327, -0.27986], [1.15280, 1.18675, -1.14715], [2.91046, 2.54081, -1.75408], [1.80609, 1.73010, -2.34446], [3.88522, 2.13765, -2.05109], [2.79439, 3.58939, -2.04319], [2.19147, 0.92972, -2.97951], [1.08527, 2.33109, -2.89896], [-0.50487, 0.05332, -2.49189], [-1.01389, -1.35429, -2.71885], [0.51242, 0.08616, -2.88157], [-0.66816, -2.04454, -1.93985], [-2.13236, -1.28352, -2.72105], [1.98533, -3.33185, 3.65133], [1.53113, -2.44615, 2.67821], [0.83124, -1.33133, 3.02524], [0.55067, -1.08260, 4.35184], [1.01147, -1.94769, 5.37524], [1.74069, -3.08502, 4.99476], [0.68708, -1.58838, 6.72853], [-0.06118, -0.46871, 7.02749], [-0.55750, 0.40707, 6.00393], [-1.32067, 1.56135, 6.23912], [-1.72191, 2.33855, 5.16792], [-1.37590, 1.99974, 3.86248], [-0.63210, 0.88375, 3.61633], [-0.22977, 0.08037, 4.66125], [2.53661, -4.21259, 3.33726], [1.68509, -2.57405, 1.60830], [2.10002, -3.75710, 5.76787], [1.05638, -2.23792, 7.52683], [-0.29202, -0.21352, 8.06606], [-1.58513, 1.81433, 7.26348], [-2.30985, 3.23622, 5.32641], [-1.65560, 2.57686, 2.97581]],
  "forces_ev_per_angstrom": [[-0.2, -0.3, -1.0], [0.0, 0.6, 0.0], [-0.2, 0.1, 0.2], [-0.4, -0.4, 0.0], [0.3, -1.2, 0.0], [-0.4, 1.3, -0.8], [0.1, 0.0, 0.0], [0.0, 0.1, 0.0], [0.1, -0.3, -0.7], [0.1, 0.4, -0.1], [-0.1, -0.1, 0.1], [0.5, 0.1, 0.1], [-0.5, 0.3, -0.4], [0.3, 0.2, 0.1], [-0.3, 0.1, 0.4], [-0.1, -0.3, 0.1], [-0.7, 0.2, -0.2], [-0.3, 0.8, -3.2], [0.0, -1.1, 1.1], [1.6, 1.6, -2.4], [-0.7, -0.8, 2.4], [0.3, 0.2, -1.3], [-0.8, 0.0, 0.7], [1.1, 0.9, 0.1], [-1.0, -0.5, -0.4], [-0.1, 0.4, 0.3], [0.4, -0.2, 0.4], [-0.1, 0.1, 0.1], [0.2, -0.1, -0.1], [1.4, 0.1, 0.8], [-0.7, -0.2, 1.7], [-0.1, -0.5, -0.8], [-0.2, 0.1, 0.0], [0.9, -0.5, 0.1], [0.2, -0.3, 0.2], [-1.0, 1.4, 0.9], [0.7, -1.8, 1.0], [0.7, -1.1, -0.5], [-0.6, 1.0, -0.3], [0.0, 0.0, -0.4], [-0.5, 0.6, 0.6], [0.5, -0.8, 0.2], [0.6, -0.8, -0.8], [0.0, 0.0, -0.3], [-0.3, 0.4, 0.2], [1.1, -1.7, 0.0], [-1.0, 0.8, 1.3], [-0.7, 1.3, 0.2], [-0.1, 0.1, 0.1], [0.1, -0.2, 0.3], [0.0, 0.0, -0.2], [-0.2, 0.3, -0.2], [0.1, -0.2, -0.3], [0.0, 0.1, -0.2], [0.1, -0.1, 0.0], [0.0, -0.1, 0.5]],
  "lowdin_spin": [0.00, 0.00, 0.00, 0.00, 0.00, 0.00, 0.00, 0.00, 0.00, 0.00, 0.00, 0.00, 0.00, 0.00, 0.00, 0.00, 1.62, 0.04, 0.08, 0.02, 0.05, 0.03, 0.01, 0.00, 0.00, 0.00, 0.00, 0.00, 0.00, 0.01, 0.00, 0.00, 0.00, 0.00, 0.00, 0.03, 0.02, 0.02, 0.00, 0.02, 0.00, 0.00, 0.00, 0.01, 0.00, 0.02, 0.02, 0.01, 0.00, 0.00, 0.00, 0.00, 0.00, 0.00, 0.00, 0.00]
}

{
  "formula": "HIN3P3",
  "method": "ωB97M-V with the def2-TZVPD basis set",
  "homo_energy_ev": -8.48,
  "e_tot_ev": -40451.6571,
  "de_lowest_ev": 2.491,
  "e_lumo_ev": -1.527,
  "max_force_ev_per_a": 2.30,
  "multiplicity": 1,
  "orbital_gap_ev": 6.9517,
  "species": ["N", "N", "N", "P", "P", "P", "I", "H"],
  "coordinates": [[-0.73239, -0.28334, 1.73926], [0.40752, 1.74287, 0.31442], [0.13133, 2.41105, 2.70695], [-1.40093, 0.38062, 2.92269], [0.35221, 3.00921, 1.21268], [0.56132, 0.13547, 0.66124], [-0.34264, 3.69421, 4.16206], [-0.12530, -0.51557, -0.39892]],
  "forces_ev_per_angstrom": [[-0.9, 0.2, 1.2], [0.3, -1.4, -1.0], [-0.9, -1.5, 0.6], [1.7, 1.0, -1.2], [-0.4, 0.4, 0.3], [0.1, 0.3, -0.4], [-0.1, 0.6, 0.6], [0.2, 0.3, -0.1]],
  "nbo_charge": [-1.18, -1.36, -1.33, 1.26, 1.31, 1.06, 0.29, -0.06]
}